Entry 1:
C8CsF24K2N4O16S8 | wB97M-V/def2-TZVPD

Computed properties:
orbital gap	6.60	eV
charge	-1
total energy	-8530.092205	a.u.
max |F|	0.09928	Eh/bohr

Cartesian coordinates (Å):
K (9.667, 4.749, -19.134)
K (6.263, 3.285, -24.200)
Cs (4.460, -1.832, -22.886)
C (8.964, -4.464, -25.676)
F (9.144, -3.660, -26.745)
F (7.910, -5.227, -25.928)
F (10.098, -5.135, -25.570)
S (8.665, -3.302, -24.203)
O (9.422, -2.103, -24.402)
O (7.240, -3.183, -24.095)
N (9.285, -4.291, -22.990)
S (8.957, -3.501, -21.639)
O (9.701, -2.283, -21.485)
O (7.535, -3.509, -21.298)
C (9.750, -4.711, -20.375)
F (9.247, -4.541, -19.159)
F (9.600, -5.972, -20.797)
F (11.066, -4.477, -20.342)
C (8.150, 1.076, -20.856)
F (8.455, 0.074, -20.073)
F (8.919, 2.168, -20.600)
F (8.389, 0.765, -22.111)
S (6.316, 1.506, -20.660)
O (5.576, 0.505, -21.435)
O (5.998, 1.473, -19.259)
N (6.246, 3.041, -21.454)
S (5.878, 4.035, -20.370)
O (4.634, 3.840, -19.682)
O (6.987, 4.313, -19.459)
C (5.711, 5.564, -21.439)
F (4.673, 5.352, -22.263)
F (5.426, 6.550, -20.611)
F (6.767, 5.843, -22.189)
C (9.859, 4.168, -24.199)
F (8.770, 4.295, -23.457)
F (10.634, 5.219, -24.054)
F (10.519, 3.066, -23.887)
S (9.383, 4.023, -26.024)
O (8.904, 5.346, -26.350)
O (10.628, 3.782, -26.721)
N (8.059, 2.884, -25.989)
S (8.649, 1.722, -26.878)
O (8.900, 2.086, -28.245)
O (9.734, 1.049, -26.168)
C (7.169, 0.581, -26.967)
F (6.863, 0.192, -25.726)
F (6.121, 1.239, -27.452)
F (7.422, -0.459, -27.719)
C (4.212, 8.469, -26.108)
F (5.155, 7.713, -26.685)
F (4.770, 9.683, -26.046)
F (3.093, 8.490, -26.792)
S (3.920, 7.927, -24.307)
O (3.519, 6.537, -24.388)
O (5.203, 8.200, -23.710)
N (2.802, 9.068, -23.800)
S (1.391, 8.458, -23.555)
O (0.786, 7.661, -24.615)
O (1.280, 7.940, -22.210)
C (0.351, 10.044, -23.400)
F (0.382, 10.724, -24.544)
F (-0.884, 9.660, -23.138)
F (0.799, 10.804, -22.420)

---

Entry 2:
C8F11MoNO5S2Se2Te2 | wB97M-V/def2-TZVPD

Computed properties:
orbital gap (spin up / spin down)	6.58 / 6.23	eV
charge	0
total energy	-8037.789410	a.u.
2S+1	3
max |F|	0.04689	Eh/bohr

Cartesian coordinates (Å):
Mo (-0.918, 0.145, -0.016)
Se (-2.513, 1.836, 0.804)
Te (-4.852, 0.715, 0.816)
Te (-3.834, -1.691, 1.363)
Se (-2.390, -1.566, -0.746)
F (-2.003, 0.891, -3.855)
C (-1.371, 1.871, -3.195)
F (-1.981, 2.174, -2.056)
F (-1.171, 2.870, -4.034)
S (0.297, 1.170, -2.885)
O (-0.034, 0.155, -1.870)
O (0.837, 0.830, -4.165)
N (1.083, 2.330, -2.239)
S (1.373, 2.645, -0.703)
O (2.776, 2.804, -0.425)
O (0.563, 1.769, 0.131)
C (0.546, 4.309, -0.435)
F (0.686, 4.798, 0.819)
F (1.110, 5.169, -1.308)
F (-0.766, 4.194, -0.726)
F (2.035, -5.610, 2.790)
C (1.568, -4.391, 2.463)
C (0.934, -3.560, 3.388)
F (0.761, -3.875, 4.624)
C (0.426, -2.343, 3.011)
F (-0.298, -1.607, 3.859)
C (0.553, -1.862, 1.681)
O (0.121, -0.637, 1.346)
C (1.160, -2.693, 0.739)
F (1.343, -2.238, -0.517)
C (1.674, -3.926, 1.140)
F (2.283, -4.676, 0.203)

---

Entry 3:
C8F6N2 | wB97M-V/def2-TZVPD

Computed properties:
energy relative to the best compared isomer or geometry (same formula, charge and spin)	0.0	kJ/mol
orbital gap	8.46	eV
charge	0
structure (SMILES)	Fc1nc(F)c2c(F)nc(F)c(F)c2c1F
total energy	-1013.555256	a.u.
max |F|	0.07327	Eh/bohr

Cartesian coordinates (Å):
F (-0.167, 2.242, 3.033)
C (-0.168, 1.639, 1.803)
N (-0.145, 2.446, 0.740)
C (-0.138, 1.860, -0.467)
F (-0.131, 2.742, -1.476)
C (-0.105, 0.491, -0.671)
C (-0.039, -0.095, -1.966)
F (-0.106, 0.632, -3.125)
N (0.164, -1.391, -2.115)
C (0.206, -2.194, -1.057)
F (0.316, -3.537, -1.199)
C (0.110, -1.695, 0.237)
F (0.118, -2.567, 1.279)
C (-0.009, -0.318, 0.435)
C (-0.042, 0.234, 1.710)
F (0.135, -0.488, 2.838)

---

Entry 4:
C8H10 | wB97M-V/def2-TZVPD

Computed properties:
energy relative to the best compared isomer or geometry (same formula, charge and spin)	350.1	kJ/mol
orbital gap	9.31	eV
charge	0
structure (SMILES)	c1ccccc1.C=C
total energy	-310.702308	a.u.
max |F|	0.08969	Eh/bohr

Cartesian coordinates (Å):
C (-0.520, 0.686, 0.039)
C (-0.251, 1.152, 1.318)
C (-0.026, 0.199, 2.355)
C (-0.186, -1.155, 2.093)
C (-0.515, -1.624, 0.814)
C (-0.627, -0.690, -0.192)
H (-0.723, 1.419, -0.735)
H (-0.111, 2.198, 1.554)
H (0.282, 0.518, 3.360)
H (0.040, -1.898, 2.880)
H (-0.582, -2.676, 0.562)
H (-0.770, -1.030, -1.234)
C (0.595, 1.063, -1.846)
C (0.737, -0.177, -2.380)
H (0.950, 1.387, -0.842)
H (-0.061, 1.851, -2.174)
H (1.496, -0.887, -2.114)
H (0.273, -0.334, -3.460)

---

Entry 5:
C8H10AgCl2N3O8 | wB97M-V/def2-TZVPD

Computed properties:
energy relative to the best compared isomer or geometry (same formula, charge and spin)	73.3	kJ/mol
orbital gap	5.60	eV
charge	-2
total energy	-2143.860339	a.u.
max |F|	0.09843	Eh/bohr

Cartesian coordinates (Å):
Ag (6.974, 5.662, 5.911)
N (4.047, 5.246, 7.368)
N (4.856, 6.224, 6.630)
H (4.728, 4.517, 7.595)
H (3.316, 4.848, 6.746)
H (4.971, 7.034, 7.260)
H (4.457, 6.395, 5.697)
O (9.284, 4.525, 9.229)
Cl (7.961, 5.141, 9.015)
O (7.158, 5.162, 10.230)
O (8.045, 6.461, 8.478)
O (7.212, 4.211, 7.962)
C (8.841, 4.819, 5.183)
C (9.933, 5.644, 5.657)
C (10.658, 5.135, 6.737)
C (11.527, 5.888, 7.466)
C (11.614, 7.254, 7.137)
C (10.989, 7.851, 6.066)
C (10.159, 7.047, 5.317)
C (12.273, 8.133, 8.027)
N (12.829, 8.770, 8.814)
H (8.925, 3.851, 5.619)
H (8.574, 4.797, 4.155)
H (10.368, 4.099, 7.050)
H (12.117, 5.449, 8.287)
H (11.128, 8.875, 5.838)
H (9.667, 7.394, 4.371)
O (6.335, 9.029, 2.779)
Cl (6.174, 8.185, 3.947)
O (6.408, 8.888, 5.159)
O (4.864, 7.497, 3.996)
O (7.220, 7.021, 3.882)

---

Entry 6:
C8H10B2FeO5 | wB97M-V/def2-TZVPD

Computed properties:
energy relative to the best compared isomer or geometry (same formula, charge and spin)	750.8	kJ/mol
orbital gap (spin up / spin down)	6.86 / 4.92	eV
charge	+3
total energy	-1998.932840	a.u.
2S+1	6
max |F|	0.17966	Eh/bohr

Cartesian coordinates (Å):
C (3.686, -0.107, 1.233)
O (3.652, -0.756, -0.088)
B (2.276, -1.079, -0.519)
O (2.036, -2.512, -0.913)
C (1.056, 0.061, -0.618)
C (1.041, 1.124, -1.689)
C (-0.232, 2.198, -1.585)
O (0.012, 3.483, -1.919)
C (-1.668, 1.619, -1.040)
C (-1.645, 0.534, -0.003)
B (-3.074, -0.121, 0.573)
C (-3.470, -1.606, -0.085)
O (-3.891, 0.556, 1.602)
C (-0.157, 0.003, 0.503)
O (0.063, -0.417, 1.779)
H (4.221, -0.776, 2.063)
H (4.280, 0.914, 1.084)
H (2.639, 0.172, 1.676)
H (2.783, -2.678, -1.580)
H (1.874, 1.164, -2.510)
H (-2.719, 1.984, -1.437)
H (-4.097, -2.280, 0.638)
H (-2.430, -2.121, -0.327)
H (-4.017, -1.415, -1.122)
H (-3.619, 1.518, 1.727)
Fe (1.403, 0.537, 2.557)

---

Which of these has the lowest max |F|?
C8F11MoNO5S2Se2Te2

---

Which value of charge does entry 4 give?
0

---

Copy entry 1 word for word.
C8CsF24K2N4O16S8 | wB97M-V/def2-TZVPD

Computed properties:
orbital gap	6.60	eV
charge	-1
total energy	-8530.092205	a.u.
max |F|	0.09928	Eh/bohr

Cartesian coordinates (Å):
K (9.667, 4.749, -19.134)
K (6.263, 3.285, -24.200)
Cs (4.460, -1.832, -22.886)
C (8.964, -4.464, -25.676)
F (9.144, -3.660, -26.745)
F (7.910, -5.227, -25.928)
F (10.098, -5.135, -25.570)
S (8.665, -3.302, -24.203)
O (9.422, -2.103, -24.402)
O (7.240, -3.183, -24.095)
N (9.285, -4.291, -22.990)
S (8.957, -3.501, -21.639)
O (9.701, -2.283, -21.485)
O (7.535, -3.509, -21.298)
C (9.750, -4.711, -20.375)
F (9.247, -4.541, -19.159)
F (9.600, -5.972, -20.797)
F (11.066, -4.477, -20.342)
C (8.150, 1.076, -20.856)
F (8.455, 0.074, -20.073)
F (8.919, 2.168, -20.600)
F (8.389, 0.765, -22.111)
S (6.316, 1.506, -20.660)
O (5.576, 0.505, -21.435)
O (5.998, 1.473, -19.259)
N (6.246, 3.041, -21.454)
S (5.878, 4.035, -20.370)
O (4.634, 3.840, -19.682)
O (6.987, 4.313, -19.459)
C (5.711, 5.564, -21.439)
F (4.673, 5.352, -22.263)
F (5.426, 6.550, -20.611)
F (6.767, 5.843, -22.189)
C (9.859, 4.168, -24.199)
F (8.770, 4.295, -23.457)
F (10.634, 5.219, -24.054)
F (10.519, 3.066, -23.887)
S (9.383, 4.023, -26.024)
O (8.904, 5.346, -26.350)
O (10.628, 3.782, -26.721)
N (8.059, 2.884, -25.989)
S (8.649, 1.722, -26.878)
O (8.900, 2.086, -28.245)
O (9.734, 1.049, -26.168)
C (7.169, 0.581, -26.967)
F (6.863, 0.192, -25.726)
F (6.121, 1.239, -27.452)
F (7.422, -0.459, -27.719)
C (4.212, 8.469, -26.108)
F (5.155, 7.713, -26.685)
F (4.770, 9.683, -26.046)
F (3.093, 8.490, -26.792)
S (3.920, 7.927, -24.307)
O (3.519, 6.537, -24.388)
O (5.203, 8.200, -23.710)
N (2.802, 9.068, -23.800)
S (1.391, 8.458, -23.555)
O (0.786, 7.661, -24.615)
O (1.280, 7.940, -22.210)
C (0.351, 10.044, -23.400)
F (0.382, 10.724, -24.544)
F (-0.884, 9.660, -23.138)
F (0.799, 10.804, -22.420)